# 1
This record from the Open Molecules 2025 dataset describes a molecular structure, C40H41N4PRb. The level of theory is ωB97M-V/def2-TZVPD.

Each line ends with the Mulliken charge.
Element x y z (Å)
Rb 0.18 0.09 -0.12  0.8350
C 3.71 0.90 -0.07  -1.1262
N 2.92 0.31 1.02  1.2525
C 3.30 -1.08 1.22  -0.5969
C 2.42 -1.77 2.24  0.0749
C 2.97 -2.51 3.28  -0.7789
C 2.13 -3.14 4.18  -0.3983
C 0.76 -3.00 4.03  -0.7462
C 0.29 -2.25 2.96  -0.3210
N 1.10 -1.65 2.09  0.3146
C 3.07 1.10 2.23  -1.0426
C 2.28 2.38 2.19  0.3320
C 2.83 3.58 2.63  -0.7224
C 2.04 4.73 2.63  -0.5642
C 0.73 4.64 2.19  -0.6804
C 0.27 3.40 1.77  -0.2380
N 1.02 2.30 1.77  0.2266
C 3.34 0.53 -1.50  0.9693
C 3.97 1.29 -2.50  -1.5458
C 4.10 0.64 -3.76  -0.2312
C 3.33 -0.43 -4.05  -0.8671
C 2.18 -0.71 -3.11  -0.0553
N 2.58 -0.53 -1.71  -0.5334
H 4.78 0.67 0.09  0.2682
H 3.62 1.99 0.01  0.3915
H 4.35 -1.17 1.54  0.2292
H 3.20 -1.57 0.25  0.3514
H 4.05 -2.59 3.38  0.3873
H 2.54 -3.72 5.00  0.3989
H 0.06 -3.46 4.72  0.3950
H -0.77 -2.10 2.80  0.4478
H 4.13 1.33 2.44  0.1395
H 2.70 0.51 3.07  0.4597
H 3.86 3.62 2.95  0.3980
H 2.45 5.67 2.96  0.3928
H 0.08 5.50 2.17  0.4524
H -0.75 3.29 1.42  0.4375
H 4.61 2.12 -2.22  0.3947
H 4.88 0.95 -4.44  0.3655
H 3.49 -1.04 -4.93  0.3622
H 1.85 -1.75 -3.22  0.3604
C -4.38 -1.75 -2.49  -1.4494
C -4.71 -0.40 -3.06  0.9776
C -5.45 -0.31 -4.24  -0.7661
C -5.81 0.91 -4.78  -0.6512
C -5.43 2.08 -4.15  -0.9440
C -4.69 2.01 -2.97  -0.4112
C -4.32 0.79 -2.42  0.3874
P -3.31 0.65 -0.89  0.6997
C -2.74 2.40 -0.71  1.0109
C -1.63 2.70 -1.52  -1.0046
C -1.06 3.96 -1.56  -0.6615
C -1.59 4.97 -0.77  -0.7584
C -2.67 4.69 0.05  -0.9875
C -3.27 3.42 0.10  0.8237
C -4.45 3.23 1.01  -1.1977
C -4.52 0.24 0.37  0.4802
C -5.89 0.15 0.08  -0.0466
C -6.81 -0.31 1.00  -0.9326
C -6.34 -0.71 2.27  -0.4505
C -5.01 -0.62 2.59  -1.0965
C -4.02 -0.09 1.68  1.1158
C -2.72 0.10 2.09  -1.1106
H -4.65 -2.54 -3.18  0.4191
H -4.90 -1.91 -1.54  0.2576
H -3.31 -1.83 -2.27  0.2345
H -5.75 -1.23 -4.73  0.3537
H -6.38 0.95 -5.70  0.3636
H -5.70 3.04 -4.56  0.4218
H -4.40 2.93 -2.48  0.4526
H -1.23 1.92 -2.16  0.6116
H -0.21 4.15 -2.20  0.4848
H -1.16 5.96 -0.78  0.3759
H -3.09 5.47 0.67  0.3161
H -4.68 4.17 1.52  0.4769
H -4.24 2.47 1.77  0.1880
H -5.33 2.91 0.46  0.1945
H -6.24 0.44 -0.90  0.3146
H -7.86 -0.37 0.75  0.4057
H -7.03 -1.10 3.00  0.3263
H -4.68 -0.93 3.58  0.3285
H -1.98 0.57 1.46  -0.7895
H -2.41 -0.15 3.10  0.2450
C 0.98 0.18 -3.46  -0.7729
H 0.74 0.11 -4.53  0.4881
H 1.21 1.23 -3.24  0.1571
H 0.07 -0.11 -2.92  -0.0698

## Properties
Kohn-Sham gap = 4.9 eV
molecular weight = 694.2 g mol⁻¹
net charge = -1
largest force on an atom = 0.158 eV Å⁻¹

---

# 2
This record from the Open Molecules 2025 dataset describes C3H6P2 in the gas phase in a non-equilibrium geometry. The level of theory is ωB97M-V/def2-TZVPD.

Each line ends with the Mulliken charge.
Element x y z (Å)
C -0.81 0.17 0.29  0.3756
C 0.69 -2.02 -0.31  -0.4819
C 0.39 1.05 0.45  -1.4936
P -0.70 -1.61 0.50  -0.1064
P -2.24 0.90 -0.41  -0.0411
H 1.14 -3.04 -0.28  0.2573
H 1.23 -1.31 -0.92  0.2614
H 0.61 1.23 -0.59  0.4146
H 1.23 0.55 0.89  0.3934
H 0.12 1.90 1.02  0.4228
H -1.66 2.18 -0.65  -0.0021

## Properties
Kohn-Sham gap = 8.0 eV
structure (SMILES) = [H]/P=C(\C)P=C
molecular weight = 104.0 g mol⁻¹
largest force on an atom = 2.959 eV Å⁻¹